1.
DFT (wB97M-V/def2-TZVPD) results for 12 unconnected molecules or ions with the total composition C4H22BO19 in a non-equilibrium geometry.

The total energy comes out at -44092.6968 eV. As for the gap between HOMO and LUMO: 9.94 eV. For the energy relative to the best compared isomer or geometry (same formula, charge and spin), the calculation gives 1.220 eV.

The geometry in ORCA input format:
```
! wB97M-V def2-TZVPD RIJCOSX def2/J DEFGRID3
* xyz -1 1
O 0.61810 1.32043 1.60720
O -0.59511 2.10586 3.31112
O 1.74429 -2.07937 -4.25368
O -4.19964 -1.31289 3.31565
O 5.18038 0.47014 -2.59350
O -0.46687 3.80754 5.39929
O 0.62258 0.27435 -4.90134
O -0.80896 1.95912 -3.47826
O -2.62011 0.58300 5.22906
O -2.84003 1.42606 1.54168
O 2.13125 -1.81638 -1.51668
O 0.87618 1.39362 -0.78997
O -0.39964 -2.44219 2.19555
O 2.30516 0.97018 -2.57256
O 0.99687 -0.73742 0.11483
O -5.36349 1.91245 0.95243
O 5.18480 -2.50931 -1.56663
O -0.76309 -2.86774 -1.41175
O -1.10460 0.50624 0.27206
C 1.69659 0.63325 -1.59008
C 1.64956 -0.76860 -1.03783
C -0.48298 1.69119 2.16019
C -1.64573 1.18527 1.29545
B 0.34840 0.59544 0.29406
H -0.75734 -3.69416 -0.92882
H 4.22677 0.52598 -2.53241
H -0.46612 3.17295 4.68267
H -0.13366 -2.31484 -0.94876
H 0.02411 3.37864 6.10016
H -4.08017 -0.40932 3.02321
H 1.27224 0.96815 -5.01458
H 5.37303 0.65241 -3.51322
H 2.69041 -2.09594 -4.39795
H -4.43606 2.07518 1.12453
H -1.20398 1.35886 -2.84591
H 1.13990 -0.51539 -4.74350
H -0.89861 -2.39734 3.01118
H 1.63455 -2.36877 -3.34790
H -0.47628 1.39095 -4.17305
H -4.92845 -1.64119 2.78907
H 4.66519 -3.19642 -1.14935
H -0.65935 -1.65805 1.71191
H 4.69120 -1.70486 -1.40716
H -2.63828 -0.37402 5.22439
H -1.69654 0.80492 5.34747
H -5.40667 1.74199 0.01152
*
```

---

2.
DFT (wB97M-V/def2-TZVPD) results for 2 unconnected molecules or ions with the total composition C3H11N2O2 in a non-equilibrium geometry.

The total energy comes out at -10358.0865 eV. As for the gap between HOMO and LUMO: 10.95 eV. For the energy relative to the best compared isomer or geometry (same formula, charge and spin), the calculation gives 1.666 eV.

The geometry in ORCA input format:
```
! wB97M-V def2-TZVPD RIJCOSX def2/J DEFGRID3
* xyz 1 1
O 1.45748 -0.22941 -1.13454
O -2.43028 -1.29679 -0.95176
N 0.28157 -2.06910 -0.67453
N 0.09896 1.42535 0.57432
C -0.17991 -0.10130 0.65713
C 1.52787 1.94639 0.59910
C 0.60328 -0.78570 -0.48199
H -0.32324 1.73487 1.44680
H -0.39387 -2.58314 -0.13961
H -0.40221 1.78707 -0.22050
H -3.28212 -1.65490 -0.70691
H -2.12431 -1.11449 -1.84867
H 0.23403 -0.35127 1.63125
H 0.71213 -2.69528 -1.32881
H 1.39030 2.99837 0.37072
H 2.17581 1.38544 -0.04423
H -1.25288 -0.22770 0.64520
H 1.90738 1.83159 1.60701
*
```